Arrangement a

# C4H12O2

A 2-piece molecular cluster, C4H12O2 overall (the ωB97M-V functional and the def2-TZVPD basis, the Open Molecules 2025 dataset).

```
! RIJCOSX wB97M-V def2-TZVPD def2/J DEFGRID3
* xyz 0 1
O -1.76 -7.03 -12.94
C -2.12 -5.81 -12.30
C -2.36 -7.16 -14.19
H -3.18 -5.86 -11.99
H -1.99 -4.96 -12.99
H -1.49 -5.64 -11.41
H -2.68 -8.20 -14.39
H -1.62 -6.88 -14.96
H -3.23 -6.50 -14.28
O 0.09 -3.96 -12.67
C 1.47 -3.69 -12.76
C -0.55 -2.96 -11.94
H 1.96 -4.49 -13.33
H 1.97 -3.60 -11.78
H 1.59 -2.74 -13.31
H -0.55 -2.02 -12.51
H -0.10 -2.77 -10.95
H -1.59 -3.29 -11.80
*
```

- HOMO: -9.441 eV
- SMILES string: COC.COC

Which charges does natural (NBO) predict for the atoms? In e, they are:
1. O -0.55
2. C -0.25
3. C -0.25
4. H 0.16
5. H 0.17
6. H 0.19
7. H 0.18
8. H 0.17
9. H 0.16
10. O -0.54
11. C -0.25
12. C -0.25
13. H 0.20
14. H 0.17
15. H 0.16
16. H 0.17
17. H 0.17
18. H 0.19

Arrangement b

# C4H12O2

A 2-piece molecular cluster, C4H12O2 overall (the ωB97M-V functional and the def2-TZVPD basis, the Open Molecules 2025 dataset).

```
! RIJCOSX wB97M-V def2-TZVPD def2/J DEFGRID3
* xyz 0 1
O 1.70 -0.19 -1.08
C 2.34 -0.45 -2.28
C -0.74 -0.52 0.53
C 0.50 0.42 -1.47
C -0.34 0.76 -0.25
H 3.37 -0.71 -1.99
H 2.37 0.40 -2.98
H 1.89 -1.31 -2.79
H 0.08 -1.22 0.76
H -1.55 -1.08 0.02
H -1.14 -0.11 1.47
H -0.03 -0.28 -2.14
H 0.61 1.38 -2.01
H -1.24 1.29 -0.63
H 0.07 1.36 0.59
O -2.48 -0.16 5.02
H -1.99 0.47 4.44
H -3.42 -0.04 4.78
*
```

- HOMO: -10.009 eV
- SMILES string: CCCOC.O

Which charges does natural (NBO) predict for the atoms? In e, they are:
1. O -0.53
2. C -0.25
3. C -0.61
4. C -0.07
5. C -0.42
6. H 0.19
7. H 0.17
8. H 0.16
9. H 0.22
10. H 0.20
11. H 0.19
12. H 0.16
13. H 0.17
14. H 0.20
15. H 0.21
16. O -0.94
17. H 0.47
18. H 0.47

Arrangement c

# C4H12O2

A 3-piece molecular cluster, C4H12O2 overall (the ωB97M-V functional and the def2-TZVPD basis, the Open Molecules 2025 dataset).

```
! RIJCOSX wB97M-V def2-TZVPD def2/J DEFGRID3
* xyz 0 1
C -0.55 0.05 -0.33
C 0.25 -1.22 -0.72
C 0.73 -1.98 0.27
C 0.37 -1.53 -2.16
H -0.65 -0.13 0.76
H -1.62 0.04 -0.59
H -0.06 0.93 -0.72
H 1.33 -2.89 0.26
H 0.36 -1.78 1.28
H 1.23 -2.15 -2.36
H 0.46 -0.61 -2.76
H -0.54 -2.03 -2.53
H 4.98 0.26 1.98
H 6.18 0.87 1.15
O 5.46 0.25 1.15
H -5.44 3.67 1.81
H -6.23 2.49 1.18
O -6.08 3.43 1.16
*
```

- HOMO: -9.238 eV
- SMILES string: C=C(C)C.O.O

Which charges does natural (NBO) predict for the atoms? In e, they are:
1. C -0.65
2. C 0.04
3. C -0.42
4. C -0.65
5. H 0.22
6. H 0.21
7. H 0.22
8. H 0.20
9. H 0.18
10. H 0.22
11. H 0.21
12. H 0.22
13. H 0.48
14. H 0.47
15. O -0.95
16. H 0.47
17. H 0.47
18. O -0.94

Most stable: arrangement b (next structure +9.1 kJ/mol)

Arrangement a

# C4H12O2

A 2-piece molecular cluster, C4H12O2 overall (the ωB97M-V functional and the def2-TZVPD basis, the Open Molecules 2025 dataset).

```
! RIJCOSX wB97M-V def2-TZVPD def2/J DEFGRID3
* xyz 0 1
C -0.65 -0.05 -2.54
C -0.99 0.43 -1.11
C -1.22 -0.70 -0.07
O 0.12 1.16 -0.59
H -1.09 -1.04 -2.59
H 0.42 -0.17 -2.74
H -1.23 0.52 -3.26
H -1.84 1.11 -1.06
H -1.33 -0.40 0.98
H -0.31 -1.27 -0.26
H -2.06 -1.36 -0.28
H 0.33 1.79 -1.27
C 1.72 -0.22 2.72
O 1.59 0.98 2.06
H 1.59 -1.15 2.17
H 2.77 -0.18 3.02
H 1.06 -0.28 3.59
H 1.12 0.83 1.24
*
```

- HOMO: -9.737 eV
- SMILES string: CC(C)O.CO

Which charges does natural (NBO) predict for the atoms? In e, they are:
1. C -0.66
2. C 0.10
3. C -0.63
4. O -0.74
5. H 0.22
6. H 0.23
7. H 0.22
8. H 0.16
9. H 0.23
10. H 0.21
11. H 0.21
12. H 0.47
13. C -0.25
14. O -0.73
15. H 0.16
16. H 0.17
17. H 0.15
18. H 0.49

Arrangement b

# C4H12O2

A 2-piece molecular cluster, C4H12O2 overall (the ωB97M-V functional and the def2-TZVPD basis, the Open Molecules 2025 dataset).

```
! RIJCOSX wB97M-V def2-TZVPD def2/J DEFGRID3
* xyz 0 1
C -1.19 0.70 -0.52
C -1.11 1.55 -1.75
O 0.04 2.46 -1.72
H -1.54 1.38 0.25
H -0.16 0.45 -0.23
H -1.84 -0.17 -0.49
H -2.04 2.10 -1.88
H -1.04 0.82 -2.56
H -0.15 3.26 -1.23
C 0.30 -1.86 1.35
C 1.71 -1.30 1.24
O 1.85 -0.01 0.79
H -0.16 -1.96 0.37
H -0.39 -1.13 1.78
H 0.12 -2.84 1.79
H 2.15 -2.07 0.60
H 2.13 -1.44 2.23
H 1.33 0.07 -0.02
*
```

- HOMO: -10.196 eV
- SMILES string: CCO.CCO

Which charges does natural (NBO) predict for the atoms? In e, they are:
1. C -0.62
2. C -0.07
3. O -0.73
4. H 0.20
5. H 0.18
6. H 0.22
7. H 0.17
8. H 0.17
9. H 0.47
10. C -0.65
11. C -0.06
12. O -0.69
13. H 0.19
14. H 0.20
15. H 0.22
16. H 0.15
17. H 0.17
18. H 0.46

Arrangement c

# C4H12O2

A 2-piece molecular cluster, C4H12O2 overall (the ωB97M-V functional and the def2-TZVPD basis, the Open Molecules 2025 dataset).

```
! RIJCOSX wB97M-V def2-TZVPD def2/J DEFGRID3
* xyz 0 1
C 1.67 -1.34 0.09
O 2.06 -2.29 1.08
C 0.88 -0.19 0.71
C 0.32 0.82 -0.29
C -0.45 1.98 0.32
H 1.06 -1.83 -0.66
H 2.66 -1.03 -0.25
H 1.38 -2.50 1.75
H 0.06 -0.72 1.21
H 1.56 0.39 1.34
H 1.21 1.34 -0.68
H -0.30 0.44 -1.11
H 0.24 2.54 0.97
H -0.72 2.74 -0.42
H -1.35 1.77 0.90
H -4.08 -0.74 -2.12
H -3.00 -0.79 -0.96
O -3.19 -0.59 -1.88
*
```

- HOMO: -10.194 eV
- SMILES string: CCCCO.O

Which charges does natural (NBO) predict for the atoms? In e, they are:
1. C -0.05
2. O -0.74
3. C -0.42
4. C -0.41
5. C -0.60
6. H 0.16
7. H 0.18
8. H 0.46
9. H 0.18
10. H 0.21
11. H 0.20
12. H 0.21
13. H 0.20
14. H 0.21
15. H 0.20
16. H 0.48
17. H 0.48
18. O -0.95

Most stable: arrangement c (next structure +35.0 kJ/mol)

Arrangement a

# C4H12O2

A 2-piece molecular cluster, C4H12O2 overall (the ωB97M-V functional and the def2-TZVPD basis, the Open Molecules 2025 dataset).

```
! RIJCOSX wB97M-V def2-TZVPD def2/J DEFGRID3
* xyz 0 1
C -0.98 0.69 0.73
O -1.03 0.65 2.18
C 0.40 0.30 0.16
C 0.47 0.47 -1.36
C 1.89 0.56 -1.86
H -1.77 -0.05 0.50
H -1.29 1.69 0.28
H -1.65 -0.11 2.35
H 0.58 -0.85 0.33
H 1.19 0.75 0.70
H -0.44 1.31 -1.54
H 0.00 -0.38 -1.89
H 2.44 1.46 -1.50
H 1.91 0.54 -2.92
H 2.39 -0.33 -1.51
H -1.85 -2.31 1.17
H -0.67 -2.20 2.08
O -1.60 -2.17 2.11
*
```

- HOMO: -10.060 eV
- SMILES string: CCCCO.O

Which charges does natural (NBO) predict for the atoms? In e, they are:
1. C -0.06
2. O -0.74
3. C -0.42
4. C -0.39
5. C -0.61
6. H 0.15
7. H 0.17
8. H 0.49
9. H 0.17
10. H 0.22
11. H 0.19
12. H 0.20
13. H 0.21
14. H 0.21
15. H 0.21
16. H 0.47
17. H 0.47
18. O -0.93

Arrangement b

# C4H12O2

A 2-piece molecular cluster, C4H12O2 overall (the ωB97M-V functional and the def2-TZVPD basis, the Open Molecules 2025 dataset).

```
! RIJCOSX wB97M-V def2-TZVPD def2/J DEFGRID3
* xyz 0 1
C 1.33 -0.12 0.57
C 0.13 0.68 0.00
C -0.05 0.50 -1.50
C -1.45 0.64 -2.01
O 0.77 1.42 -2.23
H 1.11 -1.18 0.50
H 2.21 0.08 -0.04
H 1.51 0.08 1.62
H 0.33 1.70 0.32
H -0.75 0.43 0.58
H 0.36 -0.50 -1.73
H -2.01 -0.28 -1.98
H -1.39 0.92 -3.07
H -2.03 1.43 -1.51
H 1.63 1.43 -1.78
H -1.15 -1.94 4.81
H -1.06 -2.50 3.41
O -0.72 -2.65 4.29
*
```

- HOMO: -10.207 eV
- SMILES string: CC[C@@H](C)O.O

Which charges does natural (NBO) predict for the atoms? In e, they are:
1. C -0.60
2. C -0.43
3. C 0.09
4. C -0.63
5. O -0.72
6. H 0.20
7. H 0.19
8. H 0.21
9. H 0.21
10. H 0.20
11. H 0.15
12. H 0.21
13. H 0.23
14. H 0.21
15. H 0.46
16. H 0.47
17. H 0.47
18. O -0.93

Arrangement c

# C4H12O2

C4H12O2 as an isolated structure (the ωB97M-V functional and the def2-TZVPD basis, the Open Molecules 2025 dataset).

```
! RIJCOSX wB97M-V def2-TZVPD def2/J DEFGRID3
* xyz 0 1
C 0.30 2.26 0.32
C 0.83 0.87 0.63
C 0.04 -0.18 1.40
C 0.64 -1.54 1.53
H -0.78 2.16 -0.03
H 0.44 2.99 1.15
H 0.96 2.78 -0.50
H 1.83 0.60 0.61
H -0.73 0.32 2.09
H 0.18 -2.23 2.34
H 0.64 -1.96 0.56
H 1.80 -1.46 1.74
H -1.01 -2.13 -2.16
H -0.94 -0.39 -1.59
O -0.53 -1.81 -1.26
H -0.06 0.15 0.23
H -0.97 0.54 -2.80
O -1.00 0.58 -1.84
*
```

- HOMO: -7.456 eV

Which charges does Löwdin predict for the atoms? In e, they are:
1. C -0.08
2. C -0.07
3. C -0.06
4. C -0.08
5. H 0.10
6. H 0.09
7. H 0.13
8. H 0.11
9. H 0.18
10. H 0.12
11. H 0.02
12. H 0.13
13. H 0.00
14. H -0.09
15. O -0.49
16. H 0.11
17. H 0.02
18. O -0.15

Most stable: arrangement b (next structure +79.7 kJ/mol)

Arrangement a

# C4H11NO3

A 2-piece molecular cluster, C4H11NO3 overall (the ωB97M-V functional and the def2-TZVPD basis, the Open Molecules 2025 dataset).

```
! RIJCOSX wB97M-V def2-TZVPD def2/J DEFGRID3
* xyz 0 1
O 2.19 1.63 2.23
C 2.35 1.83 1.04
N 1.56 1.31 0.08
C 0.56 0.24 0.53
C 0.55 -1.15 -0.11
C -0.47 -2.05 0.63
O 0.45 -1.06 -1.45
H 3.19 2.41 0.46
H 1.80 1.34 -0.93
H -0.44 0.75 0.44
H 0.79 0.05 1.61
H 1.41 -1.87 0.07
H -0.36 -2.06 1.70
H -0.67 -3.12 0.18
H -1.63 -1.60 0.56
H -0.34 -1.04 -1.91
H -2.85 1.43 -1.68
H -4.39 1.22 -1.97
O -3.71 1.75 -1.50
*
```

- HOMO: -9.810 eV
- SMILES string: C[C@@H](O)CNC=O.O

Which charges does natural (NBO) predict for the atoms? In e, they are:
1. O -0.62
2. C 0.53
3. N -0.62
4. C -0.26
5. C 0.07
6. C -0.64
7. O -0.73
8. H 0.10
9. H 0.41
10. H 0.20
11. H 0.24
12. H 0.19
13. H 0.23
14. H 0.23
15. H 0.18
16. H 0.48
17. H 0.47
18. H 0.48
19. O -0.94

Arrangement b

# C4H11NO3

A 2-piece molecular cluster, C4H11NO3 overall (the ωB97M-V functional and the def2-TZVPD basis, the Open Molecules 2025 dataset).

```
! RIJCOSX wB97M-V def2-TZVPD def2/J DEFGRID3
* xyz 0 1
O 2.58 1.80 1.10
C 1.85 2.14 0.20
N 0.86 1.33 -0.28
C 0.48 0.04 0.31
C 0.45 -1.01 -0.78
C 0.30 -2.42 -0.09
O -0.63 -0.94 -1.70
H 1.77 3.14 -0.26
H 0.26 1.71 -1.00
H -0.54 0.21 0.69
H 1.13 -0.28 1.12
H 1.32 -1.13 -1.41
H 0.78 -2.46 0.89
H 0.66 -3.17 -0.79
H -0.77 -2.51 0.01
H -1.52 -0.72 -1.44
H -3.43 -0.29 1.05
H -4.64 -0.87 0.49
O -4.37 -0.23 1.17
*
```

- HOMO: -9.770 eV
- SMILES string: C[C@@H](O)CNC=O.O

Which charges does natural (NBO) predict for the atoms? In e, they are:
1. O -0.61
2. C 0.53
3. N -0.62
4. C -0.25
5. C 0.10
6. C -0.62
7. O -0.75
8. H 0.11
9. H 0.39
10. H 0.19
11. H 0.25
12. H 0.20
13. H 0.20
14. H 0.22
15. H 0.20
16. H 0.47
17. H 0.46
18. H 0.46
19. O -0.92

Most stable: arrangement b (next structure +84.2 kJ/mol)

Arrangement a

# C4H11NO3

A 2-piece molecular cluster, C4H11NO3 overall (the ωB97M-V functional and the def2-TZVPD basis, the Open Molecules 2025 dataset).

```
! RIJCOSX wB97M-V def2-TZVPD def2/J DEFGRID3
* xyz 0 1
C -0.34 -0.96 1.33
O -0.61 0.05 2.25
O -1.21 -2.03 1.62
H -1.52 0.32 2.06
H -0.85 -2.41 2.44
H 0.69 -1.31 1.50
H 2.03 1.17 0.13
C -1.48 0.41 -0.38
N -0.45 -0.57 -0.07
C 2.34 0.99 -0.90
C 2.04 1.86 -1.86
O -0.81 -1.76 -0.84
H -1.25 -2.33 -0.17
H 2.86 0.07 -1.11
H -2.48 0.07 -0.08
H -1.27 1.37 0.10
H -1.50 0.60 -1.46
H 1.49 2.77 -1.65
H 2.32 1.67 -2.89
*
```

- HOMO: -9.177 eV
- SMILES string: CN(O)C(O)O.C=C

Which charges does natural (NBO) predict for the atoms? In e, they are:
1. C 0.48
2. O -0.70
3. O -0.75
4. H 0.47
5. H 0.49
6. H 0.15
7. H 0.19
8. C -0.45
9. N -0.18
10. C -0.37
11. C -0.40
12. O -0.59
13. H 0.47
14. H 0.19
15. H 0.17
16. H 0.21
17. H 0.23
18. H 0.19
19. H 0.19

Arrangement b

# C4H11NO3

A 2-piece molecular cluster, C4H11NO3 overall (the ωB97M-V functional and the def2-TZVPD basis, the Open Molecules 2025 dataset).

```
! RIJCOSX wB97M-V def2-TZVPD def2/J DEFGRID3
* xyz 0 1
C 0.61 1.19 2.42
O -0.76 1.56 2.39
C 1.12 1.24 0.98
C 0.28 0.16 0.15
C 0.92 -0.62 -1.00
N 0.06 -1.50 -1.66
O 2.05 -0.41 -1.33
H 0.62 0.13 2.92
H 0.94 1.83 3.26
H -1.30 0.80 2.17
H 2.09 1.15 0.91
H 0.98 2.21 0.38
H -0.56 0.63 -0.43
H -0.31 -0.63 0.54
H -0.79 -1.84 -1.32
H 0.49 -1.90 -2.50
H -2.41 -0.77 -2.11
H -3.27 -1.25 -0.92
O -3.09 -1.36 -1.88
*
```

- HOMO: -9.980 eV
- SMILES string: NC(=O)CCCO.O

Which charges does natural (NBO) predict for the atoms? In e, they are:
1. C -0.07
2. O -0.73
3. C -0.41
4. C -0.51
5. C 0.69
6. N -0.88
7. O -0.60
8. H 0.16
9. H 0.20
10. H 0.46
11. H 0.22
12. H 0.22
13. H 0.22
14. H 0.21
15. H 0.40
16. H 0.41
17. H 0.47
18. H 0.47
19. O -0.94

Arrangement c

# C4H11NO3

A 2-piece molecular cluster, C4H11NO3 overall (the ωB97M-V functional and the def2-TZVPD basis, the Open Molecules 2025 dataset).

```
! RIJCOSX wB97M-V def2-TZVPD def2/J DEFGRID3
* xyz 0 1
O -0.28 2.10 -0.48
C -0.13 1.45 -1.50
O -1.16 1.17 -2.35
C 1.22 1.03 -2.07
H -1.94 1.75 -2.12
H 1.18 1.35 -3.07
H 1.32 -0.08 -2.00
H 1.93 1.56 -1.45
C -0.06 -1.53 0.73
O -0.66 -2.86 0.86
C -0.56 -0.63 1.91
N 0.40 0.44 2.08
H 1.05 -1.64 0.88
H -0.22 -1.11 -0.27
H -0.42 -3.37 0.09
H -1.56 -0.29 1.73
H -0.59 -1.39 2.76
H 0.22 0.93 2.94
H 0.27 1.11 1.32
*
```

- HOMO: -9.174 eV
- SMILES string: CC(=O)O.NCCO

Which charges does natural (NBO) predict for the atoms? In e, they are:
1. O -0.61
2. C 0.81
3. O -0.70
4. C -0.72
5. H 0.50
6. H 0.24
7. H 0.24
8. H 0.24
9. C -0.07
10. O -0.73
11. C -0.24
12. N -0.85
13. H 0.17
14. H 0.15
15. H 0.47
16. H 0.17
17. H 0.20
18. H 0.36
19. H 0.38

Arrangement d

# C4H11NO3

C4H11NO3 in the gas phase (the ωB97M-V functional and the def2-TZVPD basis, the Open Molecules 2025 dataset).

```
! RIJCOSX wB97M-V def2-TZVPD def2/J DEFGRID3
* xyz 0 1
C 1.12 -0.88 -0.94
C -0.74 0.55 0.18
C 0.53 -0.19 0.49
C -1.22 1.21 1.63
N -0.66 1.63 -0.78
O 1.21 -2.29 -0.71
O 0.42 -0.72 -2.15
O 0.31 -1.24 1.42
H 1.74 -2.65 -1.45
H -0.52 -0.86 -1.95
H 0.57 -2.07 0.97
H 2.14 -0.50 -1.09
H -1.52 -0.16 -0.10
H 1.32 0.46 0.90
H -0.72 1.29 -1.75
H 0.06 2.30 -0.56
H -2.31 1.22 1.63
H -0.89 0.66 2.52
H -0.86 2.24 1.73
*
```

- HOMO: -8.955 eV
- SMILES string: C[C@@H](N)[C@@H](O)C(O)O

Which charges does natural (NBO) predict for the atoms? In e, they are:
1. C 0.34
2. C -0.07
3. C 0.07
4. C -0.61
5. N -0.86
6. O -0.76
7. O -0.71
8. O -0.74
9. H 0.49
10. H 0.47
11. H 0.50
12. H 0.14
13. H 0.19
14. H 0.17
15. H 0.38
16. H 0.37
17. H 0.21
18. H 0.22
19. H 0.20

Most stable: arrangement c (next structure +69.4 kJ/mol)